1.
# C18H17CoIN2O3S2

A molecular structure, C18H17CoIN2O3S2 (ωB97M-V/def2-TZVPD, the OMol25 dataset).

```
44
Properties=species:S:1:pos:R:3:lowdin_charge:R:1
Co -2.300 0.291 0.460 0.2592
C 1.341 1.237 2.423 -0.0165
C 0.055 1.329 1.649 -0.2151
N -0.607 0.269 1.323 -0.0513
N 0.047 -0.964 1.474 -0.0617
C -0.248 -1.752 0.505 -1.0296
S -1.353 -1.379 -0.768 0.7553
S 0.481 -3.362 0.686 0.8977
C 0.548 -3.956 -1.029 -0.4636
C 1.762 -3.486 -1.783 -0.2927
C 1.787 -2.234 -2.395 -0.0426
C 2.923 -1.803 -3.065 -0.0823
C 4.048 -2.614 -3.137 -0.1076
C 4.030 -3.863 -2.532 -0.1000
C 2.894 -4.292 -1.861 -0.0596
C -0.377 2.639 1.170 -0.1174
C 0.068 3.803 1.808 -0.0627
C -0.162 5.056 1.284 -0.1231
C -0.818 5.155 0.051 -0.1102
C -1.256 4.034 -0.611 -0.0179
C -1.102 2.733 -0.061 -0.3516
O -1.589 1.715 -0.685 -0.1243
H 1.742 0.230 2.397 0.0633
H 1.146 1.502 3.466 0.0904
H 2.067 1.945 2.028 0.0841
H -0.378 -3.660 -1.520 0.0369
H 0.554 -5.043 -0.947 0.0693
H 0.913 -1.596 -2.334 0.0730
H 2.927 -0.826 -3.532 0.1013
H 4.933 -2.274 -3.660 0.0933
H 4.902 -4.503 -2.582 0.0946
H 2.886 -5.267 -1.385 0.1071
H 0.604 3.715 2.746 0.1018
H 0.171 5.943 1.808 0.0841
H -0.992 6.132 -0.388 0.0924
H -1.776 4.108 -1.558 0.1080
O -4.145 0.759 -0.246 -0.0672
C -4.174 1.621 0.659 -0.5414
O -3.204 1.706 1.459 -0.1036
H -5.033 2.294 0.761 0.1371
I -4.830 -0.844 2.758 0.6651
C -2.994 -1.122 1.643 -0.6875
H -3.208 -2.027 1.086 -0.0512
H -2.282 -1.348 2.432 -0.0332
```

E: -3508.2821 hartree
total charge: -1
lowest unoccupied orbital energy: 2.627 eV
M: 559.32 Da
energy above the lowest of the compared OMol25 structures with the same formula, charge and spin: 7.1 kcal per mole
Kohn-Sham gap: 7.3 eV

2.
# C18H17F6N7O4PtS3

A molecular structure, C18H17F6N7O4PtS3 (ωB97M-V/def2-TZVPD, the OMol25 dataset).

```
56
Properties=species:S:1:pos:R:3:lowdin_charge:R:1
Pt 0.378 -0.336 0.069 1.2924
N 4.243 1.173 -0.559 0.1492
C 2.974 1.012 -0.206 -0.7470
S 2.568 -0.491 0.679 0.7482
N 2.084 1.936 -0.447 0.0609
N 0.896 1.581 0.129 -0.1488
C 0.223 2.339 0.937 -0.1204
C 0.478 3.766 1.104 -0.1742
C 0.561 4.326 2.383 -0.0264
C 0.812 5.679 2.522 -0.0416
C 0.953 6.477 1.393 -0.0307
C 0.864 5.923 0.122 -0.0359
C 0.643 4.567 -0.029 -0.0089
C -0.719 1.578 1.783 -0.1738
C -1.690 2.141 2.581 0.0500
C -2.454 1.315 3.400 0.0280
C -2.223 -0.048 3.400 0.0155
C -1.263 -0.570 2.549 -0.0612
N -0.532 0.229 1.773 -0.0627
H 4.922 0.440 -0.448 0.1152
H 4.543 2.058 -0.937 0.1373
H 0.471 3.704 3.265 0.1224
H 0.898 6.113 3.508 0.1202
H 1.136 7.537 1.505 0.1223
H 0.971 6.550 -0.752 0.1212
H 0.580 4.129 -1.016 0.1227
H -1.844 3.210 2.554 0.1402
H -3.224 1.741 4.030 0.1381
H -2.788 -0.718 4.033 0.1333
H -1.062 -1.629 2.478 0.1145
F 1.681 -3.080 -2.528 0.1412
C 1.227 -2.415 -3.594 -0.6798
F 2.242 -1.976 -4.296 0.2037
F 0.456 -3.204 -4.312 0.1899
S 0.266 -0.933 -3.034 0.6913
O 1.072 -0.398 -1.864 -0.4737
O 0.241 -0.017 -4.110 -0.1734
N -1.061 -1.566 -2.496 -0.2840
S -2.135 -0.551 -1.916 0.6887
O -2.805 0.311 -2.812 -0.1729
O -1.557 0.144 -0.716 -0.4131
C -3.386 -1.710 -1.196 -0.6812
F -2.774 -2.621 -0.431 0.1234
F -4.047 -2.302 -2.159 0.2056
F -4.190 -0.980 -0.444 0.1829
C 1.326 -5.454 -0.280 0.0209
N 0.101 -4.644 -0.436 -0.1399
C -1.053 -5.274 -1.100 0.0295
C 0.080 -3.435 -0.023 -0.2240
N 0.046 -2.366 0.455 0.0446
H 1.131 -6.255 0.430 0.1087
H 2.138 -4.829 0.082 0.1041
H 1.592 -5.874 -1.248 0.1068
H -1.232 -6.237 -0.627 0.1108
H -0.825 -5.419 -2.155 0.1079
H -1.933 -4.647 -0.994 0.0818
```

E: -3292.8367 hartree
total charge: +2
lowest unoccupied orbital energy: -7.494 eV
M: 800.65 Da
energy above the lowest of the compared OMol25 structures with the same formula, charge and spin: 0.0 kcal per mole
Kohn-Sham gap: 7.1 eV

3.
# C18H17N2O2TcTe

A molecular structure, C18H17N2O2TcTe at a distorted geometry (ωB97M-V/def2-TZVPD, the OMol25 dataset).

```
41
Properties=species:S:1:pos:R:3:lowdin_charge:R:1
Tc 1.343 1.082 -0.747 1.2714
C 5.194 -0.667 -0.532 0.0038
C 3.709 -0.606 -0.683 -0.3887
O 3.139 0.550 -0.479 -0.2388
C 2.984 -1.734 -1.021 0.0030
C 1.621 -1.800 -1.347 -0.2600
C 0.988 -3.111 -1.675 -0.0082
N 0.842 -0.711 -1.427 -0.1459
N -0.426 -0.847 -1.892 0.0893
C -1.000 0.314 -2.044 -0.4613
O -0.308 1.411 -1.782 -0.3804
C -2.408 0.414 -2.419 -0.1673
C -2.970 1.670 -2.653 -0.0176
C -4.320 1.776 -2.940 -0.0607
C -5.109 0.635 -2.990 -0.0606
C -4.551 -0.617 -2.764 -0.0611
C -3.204 -0.733 -2.479 -0.0175
H 5.611 0.336 -0.586 0.0937
H 5.630 -1.291 -1.309 0.0977
H 5.467 -1.103 0.432 0.1043
H 3.544 -2.655 -1.089 0.1261
H 1.696 -3.926 -1.561 0.0881
H 0.588 -3.097 -2.689 0.0985
H 0.135 -3.259 -1.012 0.0993
H -2.343 2.550 -2.614 0.1163
H -4.758 2.746 -3.131 0.1112
H -6.166 0.719 -3.205 0.1114
H -5.171 -1.502 -2.812 0.1109
H -2.749 -1.696 -2.297 0.1123
Te -0.561 1.589 1.021 1.2464
C -0.017 1.305 3.039 -0.6235
C 1.284 1.036 3.456 -0.1501
C 1.574 0.981 4.808 -0.0712
C 0.573 1.202 5.746 -0.0584
C -0.729 1.448 5.328 -0.0668
C -1.029 1.494 3.978 -0.1626
H 2.063 0.866 2.722 0.0839
H 2.583 0.768 5.133 0.1120
H 0.809 1.182 6.801 0.1134
H -1.511 1.605 6.058 0.1143
H -2.048 1.677 3.655 0.0931
```

E: -1304.6399 hartree
total charge: +1
2S+1: 4
lowest unoccupied orbital energy (alpha / beta): -4.944 / -5.619 eV
M: 518.95 Da
Kohn-Sham gap (alpha / beta): 6.3 / 5.7 eV

4.
# C18H17N3O2

C18H17N3O2 in the gas phase at a distorted geometry (ωB97M-V/def2-TZVPD, the OMol25 dataset).

```
40
Properties=species:S:1:pos:R:3:lowdin_charge:R:1
O -1.022 -2.895 -0.012 0.0635
C -0.929 -1.684 0.134 -0.3848
C -2.174 -0.887 0.151 -0.1342
C -3.421 -1.403 0.360 0.0823
C -4.336 -0.321 0.230 -0.1482
C -5.720 -0.178 0.328 -0.0207
C -6.260 1.072 0.122 -0.0913
C -5.455 2.175 -0.176 -0.0844
C -4.083 2.061 -0.279 0.0033
C -3.540 0.803 -0.071 -0.2016
O -2.233 0.455 -0.116 0.0696
N 0.272 -1.083 0.303 -0.0380
C 0.558 0.318 0.488 -0.1071
C 1.352 0.835 -0.725 -0.1221
N 2.566 0.071 -0.878 -0.0826
C 3.756 0.439 -0.304 -0.2909
C 4.078 1.772 0.006 -0.0146
C 5.328 2.052 0.514 -0.0819
C 6.241 1.022 0.707 -0.0886
C 5.838 -0.254 0.364 -0.1489
N 4.643 -0.543 -0.118 0.1073
C 2.282 -1.340 -1.047 -0.1297
C 1.478 -1.873 0.144 -0.1030
H -3.639 -2.427 0.578 0.1285
H -6.343 -1.029 0.557 0.1131
H -7.328 1.211 0.192 0.1006
H -5.918 3.137 -0.330 0.1020
H -3.456 2.908 -0.509 0.1155
H 1.178 0.428 1.388 0.1367
H -0.355 0.893 0.617 0.1151
H 0.748 0.703 -1.629 0.1334
H 1.565 1.895 -0.606 0.1075
H 3.378 2.575 -0.155 0.0933
H 5.593 3.071 0.758 0.1050
H 7.225 1.210 1.104 0.0935
H 6.497 -1.105 0.484 0.1049
H 1.701 -1.464 -1.966 0.1314
H 3.228 -1.873 -1.130 0.1101
H 2.083 -1.796 1.054 0.1336
H 1.184 -2.910 -0.014 0.1221
```

E: -1010.8777 hartree
lowest unoccupied orbital energy: 0.412 eV
structure (SMILES): O=C(c1cc2ccccc2o1)N1CCN(c2ccccn2)CC1
M: 307.35 Da
energy above the lowest of the compared OMol25 structures with the same formula, charge and spin: 36.6 kcal per mole
Kohn-Sham gap: 8.3 eV

5.
# C18H17N3O2S

C18H17N3O2S in the gas phase at a distorted geometry (ωB97M-V/def2-TZVPD, the OMol25 dataset).

```
41
Properties=species:S:1:pos:R:3:lowdin_charge:R:1
O 2.115 2.996 0.289 0.1339
C 1.513 2.351 1.052 -0.3304
C 0.764 3.298 2.077 -0.1803
C 1.475 3.989 3.245 -0.0766
C 0.821 4.532 2.286 -0.3714
N 1.575 0.914 1.239 -0.0999
C 2.342 0.327 0.177 -0.0114
C 1.105 -0.127 -0.673 -0.0891
N 0.021 0.501 -1.031 0.2112
C -0.912 -0.072 -1.728 -0.3118
C -2.032 0.355 -1.920 -0.1311
C -3.136 -0.026 -2.616 0.0436
C -2.734 -1.241 -3.349 -0.1105
C -1.733 -1.877 -3.003 -0.1040
C -0.674 -1.443 -2.291 -0.1045
C 0.505 -2.025 -2.090 -0.2524
O 1.212 -3.285 -2.678 -0.2422
N 1.490 -1.471 -1.403 0.1831
C 1.006 0.300 2.292 -0.2879
C -0.085 -0.376 1.731 -0.4827
C -1.499 0.102 1.668 -0.0645
C -2.458 -0.832 1.212 0.0111
C -1.585 -2.242 1.062 -0.3549
S 0.048 -2.143 1.573 1.0390
H -0.401 2.793 2.332 0.2036
H 1.007 3.927 4.294 0.1428
H 2.514 3.848 3.488 0.1178
H 0.111 5.211 2.288 0.1043
H 1.263 5.166 1.515 0.1659
H 2.956 -0.459 0.605 0.1465
H 2.840 0.991 -0.306 0.0590
H -2.153 1.361 -1.349 0.1681
H -4.064 0.498 -2.862 0.1191
H -3.691 -1.574 -3.906 0.1423
H -1.419 -3.012 -3.602 0.2268
H 2.384 -1.723 -1.337 0.0867
H 0.830 1.084 2.998 0.1225
H 1.727 -0.453 2.785 0.1545
H -1.634 0.994 1.932 0.0062
H -3.335 -0.946 1.126 -0.0423
H -2.122 -3.145 0.669 0.0600
```

E: -1408.4349 hartree
lowest unoccupied orbital energy: -0.816 eV
structure (SMILES): O=C(C1CC1)N(Cc1nc2ccccc2c(=O)[nH]1)Cc1cccs1
M: 339.42 Da
energy above the lowest of the compared OMol25 structures with the same formula, charge and spin: 441.3 kcal per mole
Kohn-Sham gap: 7.1 eV